(1)
This record from the OMol25 dataset describes a 2-piece molecular cluster, C7H14NS overall. The level of theory is ωB97M-V/def2-TZVPD.

Each line ends with the Löwdin charge.
Cartesian coordinates (Å):
C (1.5271, -1.5879, 0.7871)  -0.41
C (-0.5914, 0.3859, 0.8493)  -0.39
C (0.2903, 1.3361, 1.6456)  -0.06
C (-2.1361, 0.4562, 1.1100)  -0.01
C (1.7733, -0.3356, -1.8891)  -0.04
C (-1.1032, -0.4147, -1.3550)  -0.01
C (1.1422, 0.0107, -0.5792)  -0.24
N (-0.1601, -0.0070, -0.3719)  -0.22
S (0.3222, -1.7288, 1.7272)  0.98
H (2.3955, -2.2312, 0.4849)  0.07
H (-0.2855, 1.5274, 2.6322)  0.13
H (0.1099, 2.2287, 1.0525)  0.11
H (1.2864, 1.0896, 1.9476)  0.07
H (-2.5443, 0.2684, 2.1186)  0.10
H (-2.6016, -0.3008, 0.3765)  0.09
H (-2.5994, 1.3964, 0.9550)  0.08
H (2.8358, -0.1678, -2.0300)  0.09
H (1.5828, -1.4381, -1.9859)  0.11
H (1.3540, 0.3575, -2.5952)  0.09
H (-1.8909, 0.2894, -1.5729)  0.11
H (-1.6665, -1.2548, -0.9577)  0.10
H (-0.6391, -0.7496, -2.3187)  0.12
H (1.5985, 0.8701, -0.0306)  0.13

Forces on atoms 1 to 2 (eV/Å):
1.0 0.7 -2.4
-0.9 -0.3 0.9

Computed properties:
highest occupied orbital energy: -13.0564 eV
charge: +1
Kohn-Sham gap: 8.609 eV

---

(2)
This record from the OMol25 dataset describes a 2-piece molecular cluster, C7H14O overall. The level of theory is ωB97M-V/def2-TZVPD.

Each line ends with the Löwdin charge.
Cartesian coordinates (Å):
C (1.6571, 2.0962, 0.0663)  -0.12
C (0.2343, 2.1897, -0.5230)  -0.25
C (-0.2756, 0.7490, -0.7085)  -0.39
C (-0.8436, 0.1423, 0.4123)  -0.18
C (-0.8075, 0.6919, 1.7344)  -0.32
C (-0.6010, -0.0666, 2.8661)  -0.14
C (0.3409, 0.0202, -1.8554)  -0.16
H (1.6075, 1.5707, 1.0217)  0.06
H (2.1541, 3.0568, 0.2475)  0.05
H (2.2618, 1.4967, -0.5806)  0.04
H (-0.4768, 2.7766, 0.0435)  0.08
H (0.3346, 2.5600, -1.5513)  0.08
H (-1.2229, -0.8807, 0.3813)  0.07
H (-0.9567, 1.7605, 1.8348)  0.07
H (-0.5509, 0.3901, 3.8503)  -0.02
H (-0.6168, -1.1485, 2.8467)  -0.01
H (-0.2825, -0.8471, -2.0635)  0.05
H (1.4048, -0.2488, -1.7148)  0.05
H (0.3771, 0.6149, -2.7804)  0.05
H (-1.9540, -5.3437, -1.0545)  0.03
H (-0.6051, -5.6944, -1.6125)  0.03
O (-1.1786, -5.8858, -0.8604)  -0.08

Forces on atoms 1 to 2 (eV/Å):
-0.7 0.6 1.0
0.7 -1.8 -1.0

Computed properties:
highest occupied orbital energy (spin up / spin down): 0.5117 / -2.6334 eV
charge: -1
<S²>: 0.77
multiplicity: 2
Kohn-Sham gap (spin up / spin down): 2.666 / 5.685 eV

---

(3)
This record from the OMol25 dataset describes a 2-piece molecular cluster, C7H14O overall. The level of theory is ωB97M-V/def2-TZVPD.

Each line ends with the Löwdin charge.
Cartesian coordinates (Å):
C (0.9156, 2.8939, -0.3512)  -0.02
C (0.5574, 2.0119, 0.5657)  -0.18
C (0.6493, 0.5026, 0.7636)  -0.16
C (0.7258, -0.2368, -0.5503)  -0.34
C (1.8465, -0.2154, -1.2853)  0.05
C (-0.3877, -1.2199, -0.7981)  -0.21
C (-0.3283, -2.3833, 0.2195)  -0.10
H (0.6763, 3.9503, -0.2646)  0.05
H (1.4686, 2.6999, -1.2630)  0.04
H (-0.0672, 2.4766, 1.3300)  0.09
H (1.5869, 0.4439, 1.3296)  0.13
H (-0.2115, 0.1400, 1.3214)  0.09
H (2.4979, 0.6218, -1.0519)  0.06
H (2.0454, -0.9392, -2.0600)  0.06
H (-1.3003, -0.6448, -0.6323)  0.08
H (-0.3974, -1.6859, -1.7829)  0.10
H (0.6448, -2.4856, 0.6967)  0.07
H (-0.9552, -2.3809, 1.1177)  0.06
H (-0.6911, -3.2951, -0.2643)  0.07
O (-2.7074, -0.1904, 1.1890)  -0.05
H (-3.0418, 0.5908, 0.7277)  0.05
H (-3.5266, -0.6543, 1.0430)  0.04

Forces on atoms 1 to 2 (eV/Å):
0.6 0.0 -0.9
-1.8 0.5 0.8

Computed properties:
highest occupied orbital energy: -8.8398 eV
SMILES: C=CCC(=C)CC.O
Kohn-Sham gap: 9.426 eV

---

(4)
This record from the OMol25 dataset describes a 2-piece molecular cluster, C7H14O overall. The level of theory is ωB97M-V/def2-TZVPD.

Each line ends with the Löwdin charge.
Cartesian coordinates (Å):
C (1.4954, -0.8333, 1.6604)  0.06
C (1.0798, -0.9229, 0.3998)  -0.31
C (0.9065, -2.3345, -0.3016)  -0.04
C (0.6457, 0.1409, -0.4443)  -0.33
C (1.5917, 0.8941, -1.0318)  0.06
C (-0.8055, 0.5005, -0.6511)  -0.24
C (-1.6900, -0.7155, -0.7460)  -0.13
H (1.5447, 0.0215, 2.4239)  0.10
H (1.9584, -1.5558, 2.1896)  0.01
H (0.4410, -2.1289, -1.3739)  0.10
H (1.7380, -3.0220, -0.5090)  0.07
H (0.1463, -2.8505, 0.2085)  0.05
H (1.4152, 1.8253, -1.6969)  0.09
H (2.6168, 0.7647, -1.2087)  0.04
H (-0.9441, 1.1891, -1.6261)  0.15
H (-1.3994, 1.1075, 0.0338)  0.06
H (-2.5394, -0.5428, -1.4459)  0.07
H (-2.1993, -1.0251, 0.2798)  0.13
H (-1.1414, -1.5165, -1.2953)  0.04
O (-2.1590, 2.7238, 1.1611)  -0.06
H (-1.2410, 2.9432, 1.1851)  0.02
H (-2.4653, 2.6249, 0.2349)  0.05

Forces on atoms 1 to 2 (eV/Å):
-0.5 3.4 0.3
0.3 -3.3 0.7

Computed properties:
highest occupied orbital energy: -9.2561 eV
SMILES: C=C(C)C(=C)CC.O
Kohn-Sham gap: 10.052 eV

---

(5)
This record from the OMol25 dataset describes one molecule with the formula C7H14O. The level of theory is ωB97M-V/def2-TZVPD.

Each line ends with the Löwdin charge.
Cartesian coordinates (Å):
C (3.2172, 0.5935, -1.4364)  -0.15
O (2.3207, 0.7171, -0.3708)  -0.19
C (0.8820, 0.5082, -0.7197)  -0.04
C (0.1636, 0.0746, 0.2732)  -0.24
C (0.5353, -0.2232, 1.6792)  -0.03
C (-1.3846, -0.0395, -0.1960)  -0.37
C (-1.7978, -1.5085, -0.2120)  -0.08
C (-2.2578, 0.7781, 0.7504)  -0.08
H (2.9315, 1.2487, -2.2730)  0.08
H (4.2109, 0.8845, -1.0882)  0.08
H (3.2760, -0.4366, -1.8192)  0.09
H (0.6699, 0.5968, -1.7740)  0.12
H (0.2582, 0.6046, 2.3318)  0.09
H (0.0268, -1.1190, 2.0322)  0.08
H (1.6132, -0.3578, 1.7287)  0.08
H (-1.4979, 0.3622, -1.2076)  0.12
H (-2.8317, -1.6074, -0.5429)  0.08
H (-1.1655, -2.0799, -0.8888)  0.08
H (-1.7258, -1.9453, 0.7823)  0.07
H (-1.9385, 1.8184, 0.7641)  0.08
H (-2.2083, 0.3835, 1.7630)  0.07
H (-3.2973, 0.7473, 0.4237)  0.08

Forces on atoms 1 to 2 (eV/Å):
0.0 -0.1 -0.6
-2.3 0.0 -0.5

Computed properties:
highest occupied orbital energy: -8.6126 eV
SMILES: CO/C=C(\C)C(C)C
Kohn-Sham gap: 9.616 eV

---

(6)
This record from the OMol25 dataset describes a 2-piece molecular cluster, C7H14O2 overall. The level of theory is ωB97M-V/def2-TZVPD.

Each line ends with the Löwdin charge.
Cartesian coordinates (Å):
C (2.6653, -0.9811, -0.6930)  -0.04
C (1.9263, 0.2892, -0.2969)  -0.40
O (1.7170, 1.1619, -1.4026)  -0.04
C (0.5503, 0.0405, 0.3456)  -0.44
C (-0.4240, -0.7230, -0.7481)  -0.03
O (0.6509, -0.6829, 1.4934)  -0.11
H (2.1928, -1.4481, -1.5549)  0.08
H (3.6962, -0.7477, -0.9609)  0.08
H (2.6668, -1.6711, 0.1477)  0.08
H (2.5069, 0.8067, 0.4817)  0.14
H (2.5707, 1.3390, -1.8122)  0.09
H (0.1057, 1.0361, 0.5167)  0.13
H (-1.4092, -1.1181, -0.5059)  0.05
H (0.1271, -1.6460, -0.9156)  0.06
H (-0.4485, -0.1163, -1.6483)  0.07
H (-0.4291, -0.6322, 1.9444)  0.11
C (-1.9967, -0.2479, 2.0710)  0.07
C (-2.3699, 0.2850, 1.0252)  -0.16
C (-2.9139, 1.2045, 0.0447)  -0.08
H (-2.2141, -0.5072, 3.0813)  0.07
H (-2.1207, 1.7715, -0.4427)  0.09
H (-3.5707, 1.9201, 0.5471)  0.09
H (-3.4793, 0.6670, -0.7176)  0.09

Forces on atoms 1 to 2 (eV/Å):
-0.1 0.3 0.0
-0.1 -0.2 0.6

Computed properties:
highest occupied orbital energy: -9.0992 eV
SMILES: C[C@@H](O)[C@@H](C)O.C#CC
Kohn-Sham gap: 9.908 eV

---

(7)
This record from the OMol25 dataset describes a 3-piece molecular cluster, C7H14O2 overall. The level of theory is ωB97M-V/def2-TZVPD.

Each line ends with the Löwdin charge.
Cartesian coordinates (Å):
C (-2.2591, -1.2220, -0.0811)  -0.02
C (-1.8171, -0.3335, -0.9550)  -0.26
C (-2.2504, 1.0944, -0.9950)  -0.10
H (-1.9394, -2.2521, -0.0952)  0.04
H (-2.9781, -0.9625, 0.6792)  0.06
H (-1.0968, -0.6128, -1.7090)  0.08
H (-1.3756, 1.7553, -0.9682)  0.07
H (-2.7762, 1.2876, -1.9329)  0.08
H (-2.9157, 1.3311, -0.1760)  0.07
C (1.3599, -0.0218, 2.0886)  -0.01
C (0.7859, 0.6205, 1.0942)  -0.26
C (1.4209, 1.7112, 0.2992)  -0.11
H (2.3726, 0.1948, 2.3932)  0.06
H (0.8562, -0.7960, 2.6404)  0.06
H (-0.2343, 0.3837, 0.8202)  0.07
H (1.3946, 1.4692, -0.7612)  0.06
H (0.8719, 2.6429, 0.4396)  0.07
H (2.4533, 1.8670, 0.6046)  0.07
O (1.2315, -0.9064, -1.7371)  0.05
C (1.8869, -1.3490, -0.8404)  -0.43
O (1.5103, -2.3026, -0.0128)  0.08
H (2.9150, -1.0368, -0.6075)  0.15
H (0.5837, -2.5620, -0.1876)  0.12

Forces on atoms 1 to 2 (eV/Å):
0.0 -0.1 0.0
-0.2 0.1 -0.1

Computed properties:
highest occupied orbital energy: -9.5530 eV
SMILES: C=CC.C=CC.O=CO
Kohn-Sham gap: 10.399 eV

---

(8)
This record from the OMol25 dataset describes one molecule with the formula C7H14O2S. The level of theory is ωB97M-V/def2-TZVPD.

Each line ends with the Löwdin charge.
Cartesian coordinates (Å):
C (2.0617, 1.2465, -0.2433)  -0.02
C (0.9930, 0.1601, -0.1519)  -0.52
C (0.9357, -0.8679, 1.0013)  -0.04
C (1.0552, -0.6749, -1.4241)  -0.08
C (-0.4104, 0.8477, -0.1530)  -0.34
O (-0.5568, 1.3767, 1.1497)  -0.08
C (-1.7039, -0.2071, -0.3026)  -0.51
S (-3.2016, 0.9253, -0.2944)  0.77
C (-1.8600, -1.2059, 0.7955)  -0.41
O (-2.1482, -2.3604, 0.6472)  0.06
H (1.8495, 1.9315, -0.9557)  0.06
H (2.0952, 1.6485, 0.7869)  0.11
H (2.9732, 0.8659, -0.4061)  0.04
H (0.0447, -1.4819, 1.0627)  0.05
H (1.1473, -0.3226, 1.9946)  0.12
H (1.8207, -1.5223, 0.9459)  0.10
H (0.9143, -1.8335, -1.2902)  0.12
H (0.4469, -0.4940, -2.2826)  0.06
H (2.1603, -0.6343, -1.8293)  0.11
H (-0.6612, 1.7091, -0.7686)  0.13
H (-0.6978, 2.2812, 0.9379)  0.08
H (-1.5009, -0.7976, -1.3051)  0.14
H (-4.0495, 0.0164, 0.2368)  -0.12
H (-1.7072, -0.6066, 1.8486)  0.18

Forces on atoms 1 to 2 (eV/Å):
-2.5 -1.3 5.0
-2.7 -0.9 -2.3

Computed properties:
highest occupied orbital energy: -9.4953 eV
SMILES: CC(C)(C)[C@H](O)[C@H](S)C=O
Kohn-Sham gap: 10.045 eV

---

(9)
This record from the OMol25 dataset describes a 2-piece molecular cluster, C7H14O3 overall. The level of theory is ωB97M-V/def2-TZVPD.

Each line ends with the Löwdin charge.
Cartesian coordinates (Å):
O (2.8244, -1.0561, 2.4931)  -0.02
C (1.6256, -0.8826, 2.1754)  -0.19
C (1.1422, -0.3169, 0.8941)  -0.24
C (0.9378, -0.3456, -0.6315)  -0.09
C (-0.2814, 0.5870, -0.4759)  -0.32
C (-1.4953, 0.3505, -1.3559)  -0.16
C (-2.6608, 1.2481, -0.9844)  -0.28
O (-3.7482, 0.9799, -1.8521)  -0.07
C (-0.3395, 0.1558, 1.0058)  -0.12
H (0.9122, -1.5923, 2.6496)  0.15
H (1.9067, 0.5754, 1.1808)  0.20
H (0.6207, -1.3416, -0.9763)  0.13
H (1.7605, 0.0121, -1.2636)  0.12
H (0.0389, 1.6378, -0.5496)  0.15
H (-1.8102, -0.7023, -1.2721)  0.13
H (-1.2258, 0.5259, -2.4097)  0.13
H (-2.3542, 2.3059, -1.0651)  0.12
H (-2.9524, 1.0662, 0.0647)  0.12
H (-4.4373, 1.6330, -1.7080)  0.08
H (-0.6092, 0.9192, 1.7461)  0.12
H (-1.0120, -0.7031, 1.1498)  0.13
O (3.5068, -1.9796, 0.2107)  -0.14
H (3.5636, -1.6763, 1.2637)  0.07
H (4.0868, -1.4004, -0.2896)  0.02

Forces on atoms 1 to 2 (eV/Å):
-2.6 1.4 0.5
2.5 -5.5 -1.6

Computed properties:
highest occupied orbital energy: -10.0118 eV
SMILES: O=C[C@H]1C[C@@H](CCO)C1.O
Kohn-Sham gap: 9.946 eV

---

(10)
This record from the OMol25 dataset describes C7H14O5 as an isolated structure. The level of theory is ωB97M-V/def2-TZVPD.

Each line ends with the Löwdin charge.
Cartesian coordinates (Å):
C (1.6098, 2.2650, -0.6637)  -0.06
C (0.9527, 1.1131, 0.2062)  -0.44
C (-1.4880, 0.4295, 0.6751)  -0.16
C (-2.1083, 0.6729, -0.6530)  -0.17
C (-1.2338, -1.1590, 1.0276)  -0.15
C (0.4062, -1.1762, 1.0134)  -0.15
C (1.0235, -0.2281, -0.1288)  -0.28
H (1.5453, 2.0602, -2.0462)  0.17
H (2.7389, 2.7869, -0.4914)  0.11
H (1.2009, 3.3244, -0.3658)  0.08
H (1.5386, 1.1346, 1.1669)  0.16
H (-2.2311, 0.6218, 1.4477)  0.14
H (-2.3246, 1.8401, -0.6298)  0.18
H (-1.4606, 0.1940, -1.3623)  0.10
H (-2.9009, -1.0539, -1.1544)  0.02
H (-1.5403, -1.3743, 2.1867)  0.19
H (-0.4736, -2.7602, -0.0469)  0.14
H (1.2101, -1.1333, 1.8181)  0.17
H (1.7664, -2.6216, 0.0465)  0.17
H (0.4139, -0.4180, -0.9709)  0.14
H (3.0064, -0.4589, -0.8085)  0.08
O (-0.3725, 1.5332, 0.4817)  -0.09
O (-3.2522, -0.1873, -1.1292)  -0.08
O (-1.3411, -2.0944, -0.0928)  -0.12
O (0.8853, -2.5392, 0.6061)  -0.14
O (2.4289, -0.7711, -0.1322)  -0.03

Forces on atoms 1 to 2 (eV/Å):
1.6 2.5 -3.0
2.0 5.5 3.0

Computed properties:
highest occupied orbital energy: -9.9202 eV
Kohn-Sham gap: 10.328 eV

---

(11)
This record from the OMol25 dataset describes one molecule with the formula C7H14P2. The level of theory is ωB97M-V/def2-TZVPD.

Each line ends with the Löwdin charge.
Cartesian coordinates (Å):
C (1.8969, -1.1724, -2.9718)  -0.22
P (0.7098, -0.6913, -1.7147)  0.94
C (-0.1160, 0.7921, -2.4704)  -0.28
C (-0.3541, -0.6022, -0.0665)  -0.53
P (0.2615, -1.4811, 1.3344)  0.90
C (-1.3651, -1.8591, 2.1011)  -0.31
C (-0.0200, 0.3288, 0.9916)  -0.81
C (1.2950, 1.0650, 1.0239)  -0.15
C (-1.1064, 1.1901, 1.5581)  -0.10
H (1.6721, -1.0784, -4.0188)  -0.02
H (2.5896, -1.9447, -2.5829)  -0.02
H (0.5054, 1.3476, -3.3130)  0.09
H (-0.2975, 1.3625, -1.6064)  -0.02
H (-1.0952, 0.4384, -2.7058)  0.02
H (-1.7924, -2.6022, 1.4732)  0.02
H (-1.8507, -0.9499, 2.0043)  -0.04
H (-1.5173, -2.2309, 3.0930)  0.03
H (2.0203, 0.2629, 0.5065)  0.08
H (1.6456, 1.4297, 1.9490)  0.05
H (1.2878, 1.9521, 0.3087)  0.09
H (-1.9101, 1.3724, 0.8116)  0.09
H (-0.5910, 2.1030, 1.8725)  0.07
H (-1.8683, 0.9675, 2.4225)  0.11

Forces on atoms 1 to 2 (eV/Å):
-1.6 -0.7 4.3
0.3 1.8 -1.8

Computed properties:
highest occupied orbital energy (spin up / spin down): -7.7455 / -7.7448 eV
SMILES: C=P(C)=C1P(C)C1(C)C
Kohn-Sham gap (spin up / spin down): 7.553 / 7.552 eV

---

(12)
This record from the OMol25 dataset describes a 2-piece molecular cluster, C7H14S overall. The level of theory is ωB97M-V/def2-TZVPD.

Each line ends with the Löwdin charge.
Cartesian coordinates (Å):
C (1.3123, -1.3019, -0.2769)  -0.54
C (-0.0289, 1.6138, -0.6393)  -0.54
C (0.3280, -1.8832, 0.4223)  0.00
C (-3.0710, 0.3433, 0.8330)  -0.10
C (-2.8737, -0.0861, -0.3536)  -0.15
C (2.6426, -1.7877, -0.4257)  -0.15
C (0.7390, 2.3027, 0.4615)  -0.21
S (0.7355, 0.2620, -1.2460)  0.97
H (-1.0778, 1.4717, -0.4510)  -0.02
H (-0.6281, -1.4459, 0.6558)  0.03
H (0.5466, -2.8732, 0.6757)  0.04
H (-2.8431, -0.1084, 1.7262)  0.02
H (-3.7409, 1.3097, 0.8014)  0.11
H (-2.3514, -0.9638, -0.8115)  0.07
H (-3.4492, 0.5069, -1.1212)  0.08
H (3.1561, -1.5576, -1.3897)  0.09
H (2.8082, -2.8631, -0.2753)  0.09
H (3.3406, -1.3461, 0.2850)  0.09
H (0.0802, 3.0009, 0.9224)  0.05
H (1.1772, 1.6119, 1.2332)  0.09
H (1.2699, 3.0589, 0.0241)  0.03
H (1.9279, 0.7353, -1.0505)  -0.04

Forces on atoms 1 to 2 (eV/Å):
-3.7 1.2 0.9
0.2 -0.6 0.8

Computed properties:
highest occupied orbital energy: -7.1571 eV
Kohn-Sham gap: 7.922 eV

---

Total energy for the records above, in order: -19801.3561, -9531.0445, -9531.3656, -9529.9351, -9532.1731, -11577.3202, -11579.6475, -22413.6148, -13625.3526, -17715.8037, -26057.0914, -18315.2829 eV
Strongest force on any atom for the records above, in order: 4.60, 2.15, 2.07, 3.87, 5.09, 4.34, 1.11, 5.71, 6.23, 6.61, 4.67, 5.03 eV Å⁻¹